Entry 1:
Here is a single C7H10 molecule from OMol25. Energies are from ωB97M-V/def2-TZVPD.

Values from the calculation:
- HOMO level: -8.8 eV
- Kohn-Sham gap: 9.95 eV
- Charge: 0
- Electronic energy: -7419.88806 eV
- LUMO level: 1.19 eV

Geometry as XYZ:
```
17
C7H10 (ωB97M-V/def2-TZVPD)
C 0.91 -0.57 1.48
C -0.33 0.24 1.20
C -1.30 -0.16 0.10
C -0.76 -1.03 -0.99
C 0.22 -0.43 -1.67
C 0.52 0.95 -1.13
C -0.50 1.12 -0.01
H 1.72 0.03 1.91
H 0.65 -1.36 2.20
H 1.29 -1.07 0.58
H -0.81 0.63 2.09
H -2.36 -0.18 0.33
H -1.09 -2.05 -1.15
H 0.80 -0.88 -2.47
H 1.54 0.96 -0.70
H 0.49 1.74 -1.88
H -1.00 2.08 0.11
```


Entry 2:
Here is a molecular structure, C33H54BClMnN8O2S from OMol25. Energies are from ωB97M-V/def2-TZVPD.

Values from the calculation:
- HOMO level (alpha / beta): -10.7 / -10.7 eV
- Kohn-Sham gap (alpha / beta): 6.23 / 7.81 eV
- Charge: +1
- ⟨S²⟩: 6.06
- Electronic energy: -106467.37382 eV
- LUMO level (alpha / beta): -4.46 / -2.89 eV
- Spin multiplicity: 5

Geometry as XYZ:
```
101
C33H54BClMnN8O2S (ωB97M-V/def2-TZVPD)
Mn -0.18 -0.19 -0.18
C -2.40 -2.70 1.69
C -2.15 -1.79 2.89
C -3.40 -0.94 3.21
C -0.94 -0.88 2.92
C -0.44 -0.44 4.14
C 0.50 0.53 3.89
C 1.06 1.34 5.04
C 2.51 1.83 4.99
C 0.09 2.48 5.39
N 0.61 0.64 2.54
N -0.28 -0.23 1.94
B 1.54 1.54 1.66
N 2.43 0.65 0.71
N 1.76 -0.08 -0.21
C 2.63 -0.68 -1.04
C 3.90 -0.35 -0.62
C 3.75 0.49 0.48
C 4.96 1.15 1.11
C 4.88 1.57 2.57
C 5.43 2.31 0.22
C 2.25 -1.46 -2.27
C 0.75 -1.55 -2.49
C 2.91 -0.82 -3.50
N 0.68 2.44 0.71
N -0.11 1.86 -0.26
C -0.74 2.84 -0.92
C -0.34 4.06 -0.39
C 0.57 3.78 0.62
C 1.31 4.84 1.40
C 2.81 4.85 1.08
C 1.05 4.83 2.90
C -1.73 2.64 -2.04
C -1.11 1.94 -3.25
C -2.34 3.97 -2.47
H -3.40 -3.14 1.78
H -1.68 -3.51 1.68
H -2.35 -2.18 0.75
H -2.00 -2.45 3.75
H -3.57 -0.19 2.44
H -3.28 -0.41 4.16
H -4.28 -1.58 3.29
H -0.77 -0.77 5.12
H 1.02 0.64 5.87
H 2.65 2.65 4.29
H 3.18 1.01 4.72
H 2.79 2.18 5.98
H 0.01 3.20 4.58
H 0.43 3.01 6.29
H -0.91 2.09 5.58
H 2.22 2.22 2.36
H 4.83 -0.68 -1.05
H 5.73 0.37 1.05
H 4.23 2.42 2.72
H 5.89 1.85 2.91
H 4.54 0.75 3.20
H 4.69 3.11 0.19
H 5.61 1.98 -0.81
H 6.36 2.73 0.61
H 2.65 -2.47 -2.15
H 0.30 -0.56 -2.43
H 0.28 -2.21 -1.76
H 0.52 -1.92 -3.49
H 2.52 0.19 -3.66
H 2.71 -1.41 -4.39
H 3.99 -0.74 -3.38
H -0.64 5.04 -0.70
H 0.89 5.77 1.01
H 3.28 3.93 1.44
H 3.30 5.69 1.57
H 2.98 4.93 0.00
H 1.50 3.96 3.37
H -0.02 4.83 3.12
H 1.49 5.72 3.36
H -2.54 2.02 -1.67
H -0.30 2.54 -3.68
H -1.87 1.78 -4.02
H -0.72 0.97 -2.99
H -1.58 4.64 -2.87
H -2.84 4.47 -1.63
H -3.09 3.80 -3.25
Cl -5.05 0.64 -2.04
C -4.29 -0.49 -0.90
C -3.04 0.13 -0.29
O -3.11 1.03 0.50
O -1.91 -0.46 -0.73
H -4.05 -1.40 -1.44
H -5.00 -0.69 -0.11
C 1.63 -5.79 1.49
N 0.54 -5.54 0.55
C -0.31 -6.50 0.01
C -1.19 -5.86 -0.77
N -0.85 -4.51 -0.70
C 0.21 -4.31 0.12
S 0.97 -2.86 0.55
H 1.76 -6.87 1.59
H 1.40 -5.36 2.46
H 2.55 -5.34 1.13
H -0.21 -7.56 0.22
H -2.01 -6.23 -1.37
H -1.36 -3.76 -1.13
```


Entry 3:
Here is 13 unconnected molecules or ions with the total composition C19H64N6O13 at a distorted geometry from OMol25. Energies are from ωB97M-V/def2-TZVPD.

Values from the calculation:
- HOMO level: -8.9 eV
- Kohn-Sham gap: 8.70 eV
- Charge: 0
- Electronic energy: -56293.37022 eV
- LUMO level: -0.16 eV

Geometry as XYZ:
```
102
C19H64N6O13 (ωB97M-V/def2-TZVPD)
C -3.01 3.62 -1.67
C -3.67 2.42 -1.06
O -2.76 1.86 -0.09
H -2.77 4.46 -1.02
H -3.66 3.91 -2.44
H -2.12 3.44 -2.26
H -3.97 1.66 -1.80
H -4.63 2.73 -0.55
H -3.25 1.98 0.73
C 4.82 -2.15 1.02
C 4.09 -3.02 -0.02
O 3.08 -2.30 -0.80
H 4.18 -1.61 1.62
H 5.47 -1.43 0.57
H 5.32 -2.80 1.72
H 3.54 -3.81 0.52
H 4.83 -3.51 -0.70
H 2.44 -2.94 -1.06
C -1.79 0.64 -3.28
C -2.43 0.43 -4.68
O -1.68 1.03 -5.69
H -1.61 1.67 -2.90
H -0.85 0.10 -3.13
H -2.41 0.12 -2.57
H -3.51 0.60 -4.52
H -2.51 -0.64 -5.01
H -2.15 0.86 -6.54
C -0.43 -1.01 -0.49
C 0.01 0.12 0.43
O 0.00 1.43 -0.16
H -0.58 -1.95 -0.05
H 0.30 -1.05 -1.32
H -1.42 -0.76 -0.82
H 1.03 -0.08 0.76
H -0.64 0.16 1.31
H -0.93 1.61 -0.27
C -1.67 -2.82 -2.92
C -2.15 -4.15 -2.27
O -1.94 -4.07 -0.92
H -2.13 -2.03 -2.51
H -1.93 -3.02 -3.98
H -0.62 -2.74 -2.80
H -1.71 -5.08 -2.70
H -3.15 -4.28 -2.48
H -2.67 -3.57 -0.60
C 4.64 1.31 2.03
C 3.94 1.38 0.75
O 2.67 1.89 0.97
H 4.83 2.32 2.42
H 5.59 0.83 1.86
H 4.25 0.61 2.74
H 3.85 0.51 0.24
H 4.50 2.08 0.15
H 2.11 1.56 0.23
C -4.27 -1.39 -0.28
O -4.73 -0.63 -1.32
N -4.19 -2.69 -0.23
N -3.78 -0.85 0.82
H -4.72 -3.26 -0.95
H -4.10 -3.16 0.68
H -3.72 0.21 0.98
H -3.34 -1.30 1.61
C 0.89 5.12 -1.30
O 0.15 5.14 -2.44
N 0.94 4.21 -0.37
N 1.49 6.18 -0.88
H 0.46 3.36 -0.57
H 1.68 4.17 0.39
H 1.48 6.98 -1.55
H 2.26 6.14 -0.12
C 1.54 -0.07 3.85
O 2.28 -1.14 3.34
N 1.59 1.12 3.40
N 0.74 -0.11 4.83
H 2.12 1.41 2.60
H 0.99 1.84 3.90
H 0.69 -1.02 5.31
H 0.50 0.71 5.43
C 2.53 0.89 -2.30
O 3.74 1.59 -2.66
H 2.27 0.23 -3.17
H 1.57 1.53 -2.22
H 2.75 0.26 -1.47
H 4.47 0.98 -2.66
C -1.26 2.43 3.11
O -0.32 3.10 3.97
H -2.20 2.89 3.31
H -1.35 1.39 3.38
H -1.08 2.64 2.02
H -0.50 2.77 4.85
C -1.14 -2.16 2.80
O -1.62 -1.03 3.48
H -0.88 -3.00 3.55
H -0.25 -1.84 2.32
H -1.77 -2.55 1.95
H -0.92 -0.75 4.08
C 0.92 -4.48 1.02
O 0.57 -4.48 -0.36
H 0.18 -4.96 1.72
H 1.19 -3.51 1.36
H 1.82 -5.12 1.16
H -0.40 -4.25 -0.41
```


Entry 4:
Here is 6 unconnected molecules or ions with the total composition C21H45Br4N3O4 at a distorted geometry from OMol25. Energies are from ωB97M-V/def2-TZVPD.

Values from the calculation:
- HOMO level: -7.2 eV
- Kohn-Sham gap: 6.94 eV
- Charge: 0
- Electronic energy: -315333.11881 eV
- LUMO level: -0.23 eV

Geometry as XYZ:
```
77
C21H45Br4N3O4 (ωB97M-V/def2-TZVPD)
C 5.45 -34.73 9.62
C 4.12 -35.70 9.77
N 2.76 -34.94 9.49
C 2.73 -33.58 10.18
C 2.77 -34.74 7.98
C 1.55 -33.90 7.51
C 1.47 -35.72 9.99
C 1.15 -37.00 9.16
O 2.28 -37.89 9.16
C 2.08 -39.09 8.43
H 5.68 -34.31 8.65
H 6.24 -35.40 9.95
H 5.50 -33.86 10.27
H 4.09 -36.03 10.81
H 4.25 -36.55 9.11
H 2.97 -33.79 11.23
H 1.70 -33.21 10.21
H 3.39 -32.92 9.62
H 2.84 -35.75 7.57
H 3.68 -34.17 7.83
H 0.55 -34.11 7.89
H 1.48 -34.00 6.43
H 1.64 -32.82 7.61
H 0.63 -35.03 9.91
H 1.65 -36.07 11.01
H 0.95 -36.73 8.13
H 0.23 -37.46 9.51
H 1.97 -38.89 7.36
H 1.10 -39.48 8.72
H 2.82 -39.88 8.56
C 7.29 -34.46 12.92
C 5.95 -33.72 13.31
O 5.00 -34.49 13.57
O 5.88 -32.49 13.39
H 7.99 -33.78 12.43
H 7.07 -35.38 12.37
H 7.73 -34.84 13.84
C 9.37 -35.61 16.28
O 9.15 -36.85 16.09
N 9.58 -35.06 17.49
C 9.92 -33.68 17.59
C 9.39 -35.83 18.76
H 9.49 -34.84 15.50
H 9.34 -33.22 18.40
H 9.80 -33.01 16.74
H 10.95 -33.59 17.93
H 10.28 -35.70 19.37
H 8.49 -35.46 19.25
H 9.30 -36.90 18.60
C 9.92 -31.58 13.11
C 9.54 -31.11 14.49
C 8.85 -29.75 14.49
C 9.87 -28.68 14.17
N 10.71 -27.89 14.01
H 10.16 -32.64 13.13
H 10.75 -31.00 12.72
H 9.08 -31.55 12.42
H 10.41 -31.20 15.14
H 8.82 -31.86 14.81
H 8.50 -29.59 15.50
H 8.08 -29.65 13.73
Br 9.73 -37.36 10.35
C 10.27 -36.27 11.92
C 11.60 -36.78 12.62
Br 11.50 -38.70 13.31
H 9.46 -36.35 12.64
H 10.24 -35.23 11.57
H 12.03 -36.16 13.41
H 12.30 -36.75 11.79
Br 7.41 -28.24 9.98
C 6.00 -29.29 10.87
C 6.19 -30.73 10.50
Br 6.48 -31.24 8.52
H 5.07 -28.91 10.46
H 6.04 -29.12 11.94
H 5.43 -31.41 10.88
H 7.07 -31.14 11.01
```


Entry 5:
Here is 2 unconnected molecules or ions with the total composition H5N2PS at a distorted geometry from OMol25. Energies are from ωB97M-V/def2-TZVPD.

Values from the calculation:
- HOMO level: -7.8 eV
- Kohn-Sham gap: 7.10 eV
- Charge: 0
- Electronic energy: -23184.25621 eV
- LUMO level: -0.67 eV

Geometry as XYZ:
```
9
H5N2PS (ωB97M-V/def2-TZVPD)
N 0.87 -1.28 0.35
N 0.93 1.28 -0.19
P 0.32 0.18 0.93
S -2.60 0.00 0.03
H 1.49 -1.66 -0.24
H 0.15 -2.07 0.68
H 1.02 2.28 0.04
H 0.56 1.22 -1.15
H -2.64 1.21 -0.45
```


Entry 6:
Here is a molecular structure, C18H21ClN5O7ReS at a distorted geometry from OMol25. Energies are from ωB97M-V/def2-TZVPD.

Values from the calculation:
- HOMO level (alpha / beta): -3.7 / -4.2 eV
- Kohn-Sham gap (alpha / beta): 5.97 / 6.44 eV
- Charge: -1
- ⟨S²⟩: 0.76
- Electronic energy: -66277.96255 eV
- LUMO level (alpha / beta): 2.27 / 2.27 eV
- Spin multiplicity: 2

Geometry as XYZ:
```
54
C18H21ClN5O7ReS (ωB97M-V/def2-TZVPD)
Re -0.61 -0.14 0.40
O 3.55 1.28 5.38
C 2.35 1.47 4.76
O 1.58 2.24 5.23
C 2.08 0.68 3.51
C 2.87 -0.24 2.84
Cl 4.40 -0.69 3.38
N 2.23 -0.73 1.73
N 1.02 -0.08 1.68
C 0.91 0.74 2.73
C -0.39 1.52 2.80
O -0.62 2.31 3.69
O -1.17 1.25 1.81
C 2.65 -1.78 0.77
C 3.88 -2.42 0.92
C 4.30 -3.40 0.03
C 3.51 -3.77 -1.04
C 2.29 -3.14 -1.20
C 1.86 -2.16 -0.32
H 4.09 0.64 4.90
H 4.55 -2.20 1.71
H 5.26 -3.87 0.18
H 3.84 -4.52 -1.74
H 1.65 -3.38 -2.04
H 0.90 -1.73 -0.51
O -1.22 -1.34 1.51
C -3.77 0.12 0.27
N -3.78 -0.98 -0.71
C -2.76 -1.70 -1.23
N -3.14 -2.67 -2.12
O -1.54 -1.62 -1.01
H -4.80 0.43 0.43
H -3.18 0.93 -0.14
H -3.35 -0.26 1.20
H -4.68 -1.24 -1.06
H -4.10 -2.83 -2.38
H -2.42 -3.23 -2.53
S 1.41 0.16 -1.47
C 2.71 0.11 -2.49
N 3.62 0.08 -3.21
C -2.89 1.82 -2.59
C -1.74 2.25 -1.67
C -0.59 2.76 -2.54
C -2.19 3.37 -0.73
O -1.28 1.17 -0.92
H -3.23 2.67 -3.19
H -3.75 1.46 -2.02
H -2.55 1.03 -3.26
H -0.91 3.62 -3.14
H -0.24 1.98 -3.21
H 0.25 3.07 -1.92
H -2.53 4.24 -1.29
H -1.36 3.67 -0.09
H -3.01 3.04 -0.09
```


Entry 7:
Here is a single CH2BrN3 molecule at a distorted geometry from OMol25. Energies are from ωB97M-V/def2-TZVPD.

Values from the calculation:
- HOMO level: -9.5 eV
- Kohn-Sham gap: 8.67 eV
- Charge: 0
- Electronic energy: -75578.66935 eV
- LUMO level: -0.88 eV

Geometry as XYZ:
```
7
CH2BrN3 (ωB97M-V/def2-TZVPD)
N 0.84 -2.33 0.16
C 0.66 -1.20 0.08
N 0.37 0.05 -0.25
N -1.10 0.45 -0.19
Br 1.72 1.38 -0.02
H -0.92 1.34 -0.56
H -1.58 0.32 0.79
```


Entry 8:
Here is 3 unconnected molecules or ions with the total composition C5H18N2O2 at a distorted geometry from OMol25. Energies are from ωB97M-V/def2-TZVPD.

Values from the calculation:
- HOMO level: -8.6 eV
- Kohn-Sham gap: 8.98 eV
- Charge: 0
- Electronic energy: -12550.00516 eV
- LUMO level: 0.38 eV

Geometry as XYZ:
```
27
C5H18N2O2 (ωB97M-V/def2-TZVPD)
C 1.24 -0.66 1.23
C 1.51 0.18 0.03
N 2.51 -0.44 -0.79
C 0.15 0.19 -0.87
C -0.97 0.93 -0.17
C -0.89 2.41 0.10
N -0.88 3.26 -1.07
H 2.21 -0.80 1.75
H 1.06 -1.69 1.02
H 0.65 -0.18 1.96
H 1.84 1.27 0.13
H 2.50 -1.49 -0.72
H 2.65 -0.11 -1.72
H -0.07 -0.85 -1.11
H 0.26 0.84 -1.84
H -2.00 0.85 -0.71
H -1.17 0.34 0.71
H 0.04 2.64 0.89
H -1.76 2.75 0.89
H -1.66 3.19 -1.68
H 0.00 3.10 -1.62
O -0.54 -2.95 -0.77
H -0.13 -3.64 -1.34
H -0.02 -2.88 -0.11
O -2.51 -1.93 2.02
H -2.18 -2.16 1.16
H -1.84 -2.15 2.63
```